C16H34O18S5 | ωB97M-V/def2-TZVPD

The geometry in ORCA input format:
```
! wB97M-V def2-TZVPD RIJCOSX def2/J DEFGRID3
* xyz 0 1
C 0.82 -0.73 0.14
C 2.06 0.12 -0.15
C 1.59 1.58 -0.19
S -0.15 1.50 -0.72
O -0.20 2.13 -2.01
O -0.98 1.95 0.38
C -0.26 -0.28 -0.84
H 0.44 -0.58 1.15
H 0.96 -1.80 0.14
H 2.57 -0.27 -1.03
H 2.71 -0.04 0.71
H 2.15 2.06 -0.98
H 1.60 1.99 0.82
H -0.04 -0.62 -1.85
H -1.23 -0.62 -0.49
C 3.58 -2.60 -4.79
C 2.38 -2.41 -3.88
C 1.76 -3.78 -3.58
S 2.17 -4.83 -5.00
O 1.02 -5.20 -5.77
O 3.04 -5.86 -4.49
C 3.15 -3.60 -5.86
H 4.49 -2.92 -4.28
H 3.77 -1.62 -5.23
H 1.55 -1.89 -4.36
H 2.64 -1.86 -2.98
H 0.69 -3.84 -3.42
H 2.26 -4.34 -2.78
H 2.38 -3.08 -6.45
H 3.84 -4.04 -6.57
C -0.72 3.44 3.97
C 0.73 3.40 3.47
O 1.04 1.99 3.33
S -0.12 1.08 3.94
O 0.14 0.88 5.31
O -0.37 -0.07 3.16
O -1.24 2.16 3.65
H -1.32 4.16 3.42
H -0.81 3.71 5.03
H 1.45 3.86 4.13
H 0.82 3.78 2.45
C -4.45 2.07 1.81
C -5.31 1.51 0.67
O -5.02 0.10 0.59
S -4.00 -0.33 1.74
O -3.05 -1.21 1.20
O -4.72 -0.69 2.90
O -3.38 1.11 1.93
H -4.95 2.12 2.77
H -3.96 3.00 1.57
H -4.97 1.91 -0.28
H -6.36 1.78 0.77
C 1.57 -3.93 2.35
C 2.54 -5.09 2.13
O 3.65 -4.55 1.40
S 3.72 -2.96 1.48
O 3.92 -2.45 0.18
O 4.57 -2.60 2.54
O 2.22 -2.73 1.96
H 1.23 -3.82 3.38
H 0.62 -4.01 1.80
H 2.11 -5.88 1.52
H 2.91 -5.52 3.05
C -2.30 5.06 0.20
C -2.77 4.79 -1.21
O -4.09 4.19 -1.17
O -3.23 5.74 0.98
H -1.43 5.71 0.04
H -1.83 4.16 0.62
H -2.09 4.15 -1.77
H -2.89 5.75 -1.73
H -4.55 4.43 -1.97
H -4.05 5.24 1.00
*
```

Results
- E_LUMO: 0.33 eV
- ΔE to the lowest compared entry with this formula, charge and spin: 16.0 kJ/mol
- Energy: -3975.181376 Eh

Charges computed using Mulliken, reported in e: 0.5100, -0.4936, -0.5715, 1.0933, -0.8396, -0.3259, -0.9816, -0.1853, 0.3044, -0.0206, 0.3552, 0.4512, 0.0014, 0.4284, 0.2598, -0.6636, -0.0679, -0.7274, 1.1350, -0.6596, -0.6672, -0.7699, 0.3160, 0.3550, 0.3214, -0.1357, 0.4639, 0.2923, 0.3319, 0.4537, -0.4281, -0.2017, -0.3195, 1.1626, -0.6160, -0.5114, -0.2053, 0.2837, 0.2653, 0.3363, 0.1847, 0.0545, -0.2274, -0.3669, 1.2085, -0.5464, -0.6263, -0.0397, 0.2904, -0.2654, 0.2179, 0.3354, -0.2897, -0.2642, -0.3432, 1.0868, -0.4866, -0.6041, -0.1821, 0.3058, 0.2701, 0.2585, 0.2585, 0.2217, -0.4247, -0.4742, -0.5854, 0.4580, -0.3678, 0.2195, 0.3866, 0.2506, 0.3573